{"formula": "C20H29IrN2S", "method": "ωB97M-V/def2-TZVPD", "symbols": ["C", "H", "H", "H", "C", "H", "H", "C", "H", "H", "H", "C", "C", "C", "C", "C", "C", "C", "C", "C", "C", "Ir", "H", "H", "H", "H", "H", "H", "H", "H", "H", "H", "H", "H", "H", "H", "H", "N", "C", "N", "C", "C", "C", "C", "C", "C", "S", "H", "H", "H", "H", "H", "H"], "coordinates": [[1.487, 2.772, -0.363], [1.924, 3.524, 0.289], [2.189, 2.867, -1.206], [1.573, 1.876, 0.191], [0.034, 2.995, -0.748], [-0.371, 2.148, -1.331], [-0.650, 3.084, 0.123], [0.070, 4.300, -1.554], [-0.898, 4.751, -1.870], [0.668, 4.988, -0.922], [0.713, 4.042, -2.423], [-1.065, -2.138, -0.903], [-1.408, -0.882, -1.626], [-0.170, -0.342, -2.176], [0.916, -1.061, -1.642], [0.398, -2.116, -0.810], [1.269, -3.085, -0.094], [2.350, -0.807, -1.915], [-0.076, 0.700, -3.231], [-2.764, -0.386, -1.885], [-1.991, -2.965, -0.113], [-0.775, -0.620, 0.337], [3.003, -1.026, -1.060], [2.651, -1.461, -2.742], [2.560, 0.224, -2.221], [2.110, -2.547, 0.361], [0.731, -3.599, 0.704], [1.697, -3.834, -0.770], [-2.976, -2.513, -0.138], [-2.014, -4.009, -0.411], [-1.668, -2.916, 0.934], [-2.723, 0.644, -2.252], [-3.277, -0.987, -2.640], [-3.363, -0.414, -0.968], [0.781, 1.378, -3.101], [0.074, 0.208, -4.206], [-0.979, 1.312, -3.328], [-0.414, -1.960, 2.788], [-0.868, -0.684, 2.991], [-0.679, 0.331, 2.131], [-0.966, 1.582, 2.762], [-0.495, 2.887, 2.536], [-0.786, 3.924, 3.451], [-1.556, 3.658, 4.608], [-2.014, 2.346, 4.854], [-1.680, 1.332, 3.956], [-1.966, -0.329, 4.310], [-0.608, -2.670, 3.509], [0.426, -2.044, 2.206], [0.145, 3.141, 1.694], [-0.436, 4.965, 3.326], [-1.799, 4.466, 5.337], [-2.590, 2.082, 5.736]], "charge": 2, "homo_ha": [-0.526, -0.546], "e_lumo_ha": [-0.2282, -0.3510], "total_energy_ha": -1390.7766, "homo_lumo_gap_ev": [8.111, 5.296], "multiplicity": 5}

{"formula": "C4H8NS", "method": "ωB97M-V/def2-TZVPD", "symbols": ["C", "C", "C", "C", "N", "S", "H", "H", "H", "H", "H", "H", "H", "H"], "coordinates": [[-0.601, -0.521, 1.231], [0.794, -0.532, 1.709], [1.188, 0.451, 2.808], [-0.482, -2.253, -4.119], [0.184, 0.140, 0.453], [-1.009, -1.145, -3.051], [-1.725, -0.575, 1.394], [1.529, -1.366, 1.590], [2.193, 0.376, 3.055], [0.581, 0.252, 3.726], [0.888, 1.399, 2.348], [-0.382, -3.342, -3.898], [-0.080, -1.838, -5.047], [0.107, 0.897, -0.218]], "charge": 1, "homo_ha": -0.435, "de_lowest_ev": 3.479, "e_lumo_ha": -0.2022, "total_energy_ha": -609.7421, "homo_lumo_gap_ev": 6.343}

{"formula": "C2H8O2", "method": "ωB97M-V/def2-TZVPD", "symbols": ["O", "C", "H", "H", "H", "H", "O", "C", "H", "H", "H", "H"], "coordinates": [[0.490, 3.365, 1.243], [-0.152, 3.683, 2.486], [1.117, 2.652, 1.483], [0.506, 3.728, 3.370], [-1.030, 3.062, 2.731], [-0.498, 4.705, 2.253], [0.665, -2.819, -1.923], [-0.131, -3.873, -2.293], [0.152, -2.033, -2.203], [0.041, -4.742, -1.636], [0.016, -4.189, -3.340], [-1.175, -3.540, -2.170]], "charge": 0, "homo_ha": -0.380, "de_lowest_ev": 1.039, "e_lumo_ha": 0.0289, "total_energy_ha": -231.4241, "homo_lumo_gap_ev": 11.134, "smiles": "CO.CO"}

{"formula": "C3H7O3S2", "method": "ωB97M-V/def2-TZVPD", "symbols": ["C", "C", "O", "O", "C", "S", "S", "H", "H", "H", "H", "H", "H", "H", "O"], "coordinates": [[0.318, -0.234, 1.025], [-0.211, 1.245, 1.321], [-0.227, 1.631, 2.487], [-0.791, 1.721, 0.286], [-0.796, -1.042, 0.430], [-0.225, -2.680, -0.151], [1.042, -2.223, -1.727], [1.188, -0.051, 0.394], [0.669, -0.571, 2.006], [-1.597, -1.008, 1.205], [-1.368, -0.612, -0.386], [1.496, -1.004, -1.755], [0.106, 1.649, -0.958], [-0.210, 1.451, -2.307], [0.605, 1.727, -1.869]], "charge": -1, "homo_ha": -0.177, "de_lowest_ev": 1.035, "e_lumo_ha": 0.1098, "total_energy_ha": -1140.6605, "homo_lumo_gap_ev": 7.814}

{"formula": "C6H7F2NO2", "method": "ωB97M-V/def2-TZVPD", "symbols": ["C", "C", "C", "C", "C", "C", "N", "O", "O", "F", "F", "H", "H", "H", "H", "H", "H", "H"], "coordinates": [[0.382, 2.675, -0.725], [-0.466, 1.610, -1.388], [0.111, 3.252, 0.503], [-1.626, 1.089, -0.851], [0.551, -2.470, 0.212], [0.305, -3.797, 0.223], [1.089, -1.701, 1.308], [1.034, -0.458, 1.237], [1.454, -2.388, 2.274], [-2.248, 0.037, -1.410], [0.616, -4.544, 1.209], [1.265, 3.097, -1.277], [-0.113, 1.224, -2.285], [-0.668, 3.052, 1.211], [0.759, 3.945, 0.823], [-2.269, 1.509, -0.102], [0.090, -1.823, -0.441], [-0.265, -4.308, -0.520]], "charge": 0, "homo_ha": -0.319, "de_lowest_ev": 2.176, "e_lumo_ha": -0.0217, "total_energy_ha": -637.5695, "homo_lumo_gap_ev": 8.080, "smiles": "O=[N+]([O-])/C=C\\F.C=C/C=C/F"}

{"formula": "C11H13N", "method": "ωB97M-V/def2-TZVPD", "symbols": ["C", "C", "C", "C", "C", "C", "C", "C", "C", "C", "C", "H", "H", "H", "H", "H", "H", "H", "H", "H", "H", "H", "H", "H", "N"], "coordinates": [[-1.548, -0.538, -1.256], [-1.640, 0.932, -0.969], [-0.876, 1.323, 0.257], [-1.518, -0.874, 1.219], [-0.889, -1.274, -0.124], [0.548, -0.668, -0.043], [1.704, -1.369, -0.019], [2.982, -0.677, 0.125], [2.941, 0.767, -0.024], [1.722, 1.416, 0.049], [0.575, 0.690, 0.101], [-2.601, -0.896, -1.485], [-0.973, -0.657, -2.204], [-2.702, 1.128, -0.731], [-1.320, 1.580, -1.908], [-0.792, 2.382, 0.534], [-0.752, 0.756, 2.022], [-0.969, -1.162, 2.157], [-2.581, -1.197, 1.316], [-0.879, -2.314, -0.186], [1.708, -2.506, -0.242], [3.909, -1.262, 0.168], [3.864, 1.234, -0.120], [1.616, 2.548, 0.031], [-1.530, 0.640, 1.329]], "charge": 0, "homo_ha": -0.320, "de_lowest_ev": 1.433, "e_lumo_ha": 0.0329, "total_energy_ha": -481.6627, "homo_lumo_gap_ev": 9.601, "smiles": "c1ccc2c(c1)[C@@H]1CC[C@H]2NC1"}

{"formula": "C2H2I2NO", "method": "ωB97M-V/def2-TZVPD", "symbols": ["C", "C", "N", "O", "I", "I", "H", "H"], "coordinates": [[-0.037, 0.472, -1.844], [-0.401, 0.237, -0.462], [-0.862, 1.312, -1.443], [-1.703, 2.200, -1.599], [3.140, -1.118, -0.056], [-1.837, -1.502, -0.040], [0.614, 0.353, -2.725], [0.130, 0.587, 0.300]], "charge": -1, "homo_ha": -0.138, "de_lowest_ev": 0.942, "e_lumo_ha": 0.0917, "total_energy_ha": -802.7261, "homo_lumo_gap_ev": 6.259}

{"formula": "C28H74F4IN3O13PS", "method": "ωB97M-V/def2-TZVPD", "symbols": ["C", "C", "C", "F", "P", "I", "C", "C", "C", "C", "O", "C", "C", "C", "C", "C", "N", "C", "C", "S", "C", "N", "N", "C", "O", "C", "O", "C", "F", "F", "F", "H", "H", "H", "H", "H", "H", "H", "H", "H", "H", "H", "H", "H", "H", "H", "H", "H", "H", "H", "H", "H", "H", "H", "H", "H", "H", "H", "H", "H", "H", "H", "H", "H", "H", "C", "O", "H", "H", "H", "H", "C", "O", "H", "H", "H", "H", "C", "O", "H", "H", "H", "H", "C", "O", "H", "H", "H", "H", "C", "O", "H", "H", "H", "H", "C", "O", "H", "H", "H", "H", "C", "O", "H", "H", "H", "H", "C", "O", "H", "H", "H", "H", "C", "O", "H", "H", "H", "H", "C", "O", "H", "H", "H", "H"], "coordinates": [[0.944, -4.844, -0.604], [0.210, -3.882, -1.579], [1.099, -2.711, -1.929], [2.331, -3.298, -2.349], [0.572, -1.267, -3.159], [-1.283, -0.762, -1.297], [0.091, 0.264, -4.239], [-0.764, 1.435, -3.735], [-2.262, 1.367, -4.015], [-2.919, 2.734, -3.974], [-3.140, 3.172, -2.634], [1.933, -0.185, -2.280], [1.698, 0.604, -0.996], [2.998, 1.340, -0.579], [2.746, 2.346, 0.537], [2.532, 1.636, 1.887], [1.132, 1.838, 2.305], [-0.629, -2.380, -4.213], [-2.143, -2.312, -4.122], [-2.895, -3.557, -2.997], [-4.104, -2.591, -2.232], [-4.403, -2.520, -0.972], [-5.443, -1.597, -0.862], [-5.662, -1.167, -2.072], [-4.863, -1.761, -2.993], [1.956, -1.861, -4.406], [1.864, -1.179, -5.735], [3.004, -0.912, -6.303], [3.716, 0.031, -5.669], [2.790, -0.462, -7.533], [3.826, -1.965, -6.416], [0.201, -5.430, -0.069], [1.562, -5.542, -1.158], [1.542, -4.290, 0.112], [-0.047, -4.505, -2.432], [-0.707, -3.612, -1.080], [1.345, -2.226, -0.987], [1.023, 0.720, -4.550], [-0.370, -0.028, -5.181], [-0.551, 1.771, -2.724], [-0.456, 2.292, -4.352], [-2.791, 0.765, -3.278], [-2.420, 0.907, -4.992], [-3.910, 2.689, -4.414], [-2.301, 3.458, -4.507], [-2.312, 3.502, -2.281], [2.752, -0.860, -2.022], [2.396, 0.506, -2.985], [1.484, -0.054, -0.159], [0.954, 1.389, -1.088], [3.724, 0.600, -0.250], [3.381, 1.873, -1.450], [3.643, 2.956, 0.636], [1.936, 3.037, 0.319], [2.769, 0.583, 1.744], [3.209, 2.018, 2.639], [0.552, 1.733, 1.484], [0.859, 1.125, 2.968], [-0.420, -2.086, -5.241], [-0.330, -3.428, -4.229], [-2.564, -2.599, -5.085], [-2.557, -1.333, -3.921], [-6.371, -0.420, -2.375], [2.949, -1.667, -4.030], [1.827, -2.904, -4.657], [0.018, -2.001, 2.842], [1.150, -1.585, 2.084], [-0.721, -1.206, 2.782], [-0.421, -2.914, 2.434], [0.279, -2.164, 3.893], [1.808, -2.283, 2.120], [-5.008, -5.306, 0.970], [-4.443, -4.124, 1.515], [-5.379, -5.914, 1.792], [-5.841, -5.049, 0.316], [-4.268, -5.882, 0.405], [-4.165, -3.584, 0.764], [5.088, 4.041, 3.969], [4.779, 4.166, 2.579], [4.527, 3.200, 4.362], [6.157, 3.852, 4.114], [4.800, 4.942, 4.510], [5.278, 4.906, 2.224], [6.437, 0.032, 3.188], [5.251, 0.633, 2.685], [6.137, -0.809, 3.810], [7.070, -0.338, 2.374], [6.999, 0.741, 3.798], [5.508, 1.381, 2.135], [-8.540, -3.331, 0.100], [-7.542, -3.426, 1.101], [-9.375, -3.956, 0.409], [-8.895, -2.301, -0.016], [-8.172, -3.689, -0.868], [-6.795, -2.878, 0.833], [-3.989, -1.542, 4.269], [-3.477, -2.856, 4.122], [-3.891, -1.266, 5.318], [-3.428, -0.822, 3.665], [-5.046, -1.493, 3.991], [-3.567, -3.095, 3.192], [3.137, 6.183, -0.172], [4.455, 5.643, -0.156], [2.546, 5.598, 0.527], [3.131, 7.230, 0.144], [2.690, 6.103, -1.167], [4.994, 6.142, -0.775], [-9.456, -0.323, -2.574], [-8.722, 0.731, -3.193], [-9.405, -0.178, -1.499], [-10.505, -0.312, -2.883], [-9.019, -1.295, -2.822], [-8.766, 0.598, -4.143], [6.690, 1.044, 7.258], [6.195, 1.567, 6.033], [7.667, 1.489, 7.431], [6.033, 1.299, 8.095], [6.802, -0.044, 7.211], [5.329, 1.180, 5.875], [3.518, 6.305, 7.389], [4.322, 5.209, 6.970], [2.490, 5.954, 7.426], [3.806, 6.656, 8.384], [3.579, 7.138, 6.683], [5.234, 5.509, 6.933]], "charge": -1, "homo_ha": -0.180, "e_lumo_ha": 0.0719, "total_energy_ha": -3690.1444, "homo_lumo_gap_ev": 6.848}